{
  "formula": "C18H16ClN7O",
  "method": "the ωB97M-V functional and the def2-TZVPD basis",
  "elements": ["C", "C", "C", "C", "N", "C", "O", "C", "C", "N", "N", "C", "C", "C", "N", "N", "C", "N", "C", "C", "C", "Cl", "C", "C", "C", "C", "N", "H", "H", "H", "H", "H", "H", "H", "H", "H", "H", "H", "H", "H", "H", "H", "H"],
  "xyz": [[-3.757, -4.058, -0.035], [-2.928, -2.812, -0.133], [-2.689, -1.842, 0.870], [-1.735, -1.009, 0.369], [-1.112, 0.075, 0.998], [-1.377, 0.655, 2.212], [-2.304, 0.245, 2.896], [-0.472, 1.716, 2.665], [-0.559, 2.412, 3.937], [0.317, 3.379, 3.982], [1.072, 3.248, 2.848], [2.229, 3.992, 2.490], [2.806, 3.643, 1.289], [2.225, 2.535, 0.508], [2.869, 2.223, -0.637], [1.157, 1.834, 0.820], [0.589, 2.249, 2.016], [-1.485, -1.475, -0.924], [-0.354, -1.039, -1.650], [-0.335, 0.310, -2.033], [0.725, 0.853, -2.775], [0.748, 2.489, -3.374], [1.777, 0.031, -3.191], [1.738, -1.337, -2.883], [0.703, -1.861, -2.101], [0.737, -3.353, -1.756], [-2.199, -2.557, -1.195], [-3.477, -4.783, -0.770], [-3.630, -4.527, 0.940], [-4.828, -3.790, -0.142], [-3.093, -1.800, 1.860], [-0.342, 0.555, 0.484], [-1.289, 2.191, 4.711], [2.575, 4.832, 3.072], [3.657, 4.160, 0.862], [2.444, 1.530, -1.198], [3.494, 2.898, -1.091], [-1.218, 0.937, -1.833], [2.567, 0.441, -3.809], [2.534, -1.982, -3.306], [0.742, -3.559, -0.679], [1.632, -3.809, -2.149], [-0.153, -3.842, -2.166]],
  "forces_ev_per_a": [[-0.85, 0.97, 0.44], [0.34, -0.13, 0.16], [-0.24, -0.40, 0.38], [-0.65, -0.06, 0.43], [1.85, 0.88, -2.05], [-1.00, -1.32, 0.53], [0.10, 0.37, 0.28], [-1.23, -0.43, 1.25], [-0.39, -0.58, -1.98], [0.99, 0.20, 0.66], [1.36, 0.97, -0.79], [-1.08, -1.47, -1.73], [-1.32, -0.36, 1.09], [0.42, 0.57, -0.18], [1.05, 1.01, 0.09], [0.37, 1.60, 1.33], [0.91, -0.25, -0.50], [1.36, 2.02, 1.68], [0.73, 0.83, -1.64], [-0.31, 0.75, -0.33], [0.19, -1.12, -0.09], [-0.33, -0.01, 0.33], [-0.54, -0.38, 0.17], [0.01, 0.66, -0.08], [-0.02, -1.28, 0.62], [-0.55, 0.46, -0.01], [-0.15, -1.43, -0.74], [0.12, -0.26, -0.64], [-0.01, 0.13, 0.08], [0.48, -0.37, 0.00], [-0.14, 0.08, 0.11], [-0.65, -0.74, 0.38], [0.27, 0.38, -0.12], [-0.27, -0.18, 0.42], [-0.06, 0.02, 0.32], [-0.35, -0.64, -0.71], [-0.61, -0.69, 0.49], [0.55, -0.32, 0.06], [-0.03, -0.04, 0.04], [-0.67, 0.34, 0.57], [-0.14, 0.33, -0.08], [0.24, -0.12, -0.29], [0.24, 0.00, 0.08]],
  "e_tot_ev": -43926.4778,
  "mol_weight_da": 381.827,
  "homo_lumo_gap_ha": 0.30447,
  "lumo_ev": 0.1,
  "relative_energy_ev": 0.0000,
  "smiles": "Cc1cc(NC(=O)c2cnn3ccc(N)nc23)n(-c2cc(Cl)ccc2C)n1",
  "charge": 0
}


{
  "formula": "CH2N2O2S",
  "method": "the ωB97M-V functional and the def2-TZVPD basis",
  "elements": ["C", "N", "N", "O", "O", "S", "H", "H"],
  "xyz": [[-1.067, -0.669, -0.169], [-0.561, -1.616, -0.807], [-0.556, 0.402, 0.437], [2.233, 1.188, -1.201], [0.952, 0.350, 0.877], [2.131, 0.245, -0.134], [-2.072, -0.468, -0.382], [-1.060, 0.568, 1.378]],
  "forces_ev_per_a": [[1.14, -2.09, -2.10], [0.44, -0.20, 0.31], [1.40, 2.56, 3.77], [-0.37, 1.63, -1.08], [-2.98, 0.55, 0.80], [1.18, -2.48, 0.11], [-2.17, 0.08, 0.04], [1.35, -0.06, -1.84]],
  "e_tot_ev": -18974.1911,
  "mol_weight_da": 106.106,
  "homo_lumo_gap_ha": [0.35129, 0.28297],
  "lumo_ev": [-1.0, -0.9],
  "relative_energy_ev": 7.1372,
  "charge": 0
}


{
  "formula": "C20H14AuF3N3O2S",
  "method": "the ωB97M-V functional and the def2-TZVPD basis",
  "elements": ["Au", "N", "C", "C", "C", "C", "C", "C", "S", "N", "C", "C", "C", "C", "C", "C", "N", "H", "H", "H", "H", "H", "H", "H", "H", "H", "C", "C", "C", "C", "C", "C", "H", "H", "H", "H", "H", "F", "C", "F", "F", "C", "O", "O"],
  "xyz": [[-0.050, 2.147, 0.782], [0.645, -1.965, -1.561], [-0.368, -2.913, -1.626], [-0.174, -4.100, -2.329], [-1.192, -5.024, -2.382], [-2.422, -4.786, -1.745], [-2.627, -3.620, -1.054], [-1.592, -2.676, -0.982], [-1.822, -1.236, -0.096], [-0.531, -0.328, -0.399], [0.513, -0.719, -1.065], [1.647, 0.234, -1.287], [2.494, 0.069, -2.367], [3.540, 0.966, -2.546], [3.698, 1.989, -1.638], [2.789, 2.096, -0.592], [1.784, 1.242, -0.419], [1.538, -2.224, -1.954], [0.766, -4.283, -2.839], [-1.041, -5.944, -2.930], [-3.213, -5.523, -1.802], [-3.574, -3.422, -0.566], [2.332, -0.710, -3.102], [4.207, 0.865, -3.393], [4.494, 2.714, -1.737], [2.865, 2.898, 0.132], [0.335, 1.223, 5.446], [-0.827, 0.926, 4.744], [-0.883, 1.125, 3.368], [0.227, 1.648, 2.708], [1.399, 1.929, 3.402], [1.444, 1.725, 4.776], [0.377, 1.060, 6.516], [-1.695, 0.541, 5.265], [-1.802, 0.898, 2.833], [2.273, 2.320, 2.891], [2.349, 1.961, 5.322], [-2.762, 1.269, -1.913], [-2.987, 2.296, -1.050], [-2.914, 1.729, 0.204], [-4.230, 2.687, -1.216], [-1.946, 3.410, -1.223], [-2.337, 4.502, -1.536], [-0.723, 3.003, -1.039]],
  "forces_ev_per_a": [[-0.35, -1.25, -0.90], [1.47, 0.14, -0.50], [-1.51, -1.04, 0.10], [0.08, 0.73, 0.23], [-0.94, -0.42, 0.19], [0.70, -0.71, -0.64], [0.53, 0.94, 0.20], [0.71, -1.60, -1.17], [-2.50, 0.19, 1.82], [3.28, 1.52, -1.04], [-1.46, 0.88, 1.21], [-1.02, -0.45, 0.31], [0.32, 0.19, -0.09], [-0.10, -0.16, -0.07], [-0.05, 0.17, 0.30], [0.28, 0.40, 0.06], [-0.38, 0.60, 0.30], [-0.19, -0.02, 0.10], [-0.03, 0.00, 0.04], [-0.04, 0.00, 0.03], [0.06, 0.00, -0.03], [0.06, 0.03, -0.01], [-0.07, 0.02, 0.17], [-0.03, 0.02, 0.02], [-0.05, -0.01, 0.07], [0.06, 0.00, -0.10], [-0.05, -0.01, -0.20], [0.06, 0.34, 0.09], [-0.26, -0.15, -0.83], [0.50, -0.17, 0.58], [0.30, -0.06, -0.58], [-0.15, 0.19, 0.03], [0.03, -0.07, -0.05], [0.02, 0.04, -0.12], [0.07, -0.20, -0.02], [0.01, -0.13, 0.02], [-0.04, 0.03, -0.09], [0.06, 0.59, 0.27], [-0.46, -1.40, -0.36], [0.32, 0.34, 0.10], [-0.02, 0.23, 0.04], [-0.29, 0.42, -0.06], [0.39, -0.24, 0.03], [0.68, 0.06, 0.54]],
  "e_tot_ev": -52202.8427,
  "mol_weight_da": 614.379,
  "homo_lumo_gap_ha": [0.10315, 0.10301],
  "lumo_ev": [-7.3, -7.3],
  "charge": 1
}


What did the second record say?
{
  "formula": "CH2N2O2S",
  "method": "the ωB97M-V functional and the def2-TZVPD basis",
  "elements": ["C", "N", "N", "O", "O", "S", "H", "H"],
  "xyz": [[-1.067, -0.669, -0.169], [-0.561, -1.616, -0.807], [-0.556, 0.402, 0.437], [2.233, 1.188, -1.201], [0.952, 0.350, 0.877], [2.131, 0.245, -0.134], [-2.072, -0.468, -0.382], [-1.060, 0.568, 1.378]],
  "forces_ev_per_a": [[1.14, -2.09, -2.10], [0.44, -0.20, 0.31], [1.40, 2.56, 3.77], [-0.37, 1.63, -1.08], [-2.98, 0.55, 0.80], [1.18, -2.48, 0.11], [-2.17, 0.08, 0.04], [1.35, -0.06, -1.84]],
  "e_tot_ev": -18974.1911,
  "mol_weight_da": 106.106,
  "homo_lumo_gap_ha": [0.35129, 0.28297],
  "lumo_ev": [-1.0, -0.9],
  "relative_energy_ev": 7.1372,
  "charge": 0
}


Q: What is the formula in the first record?
A: C18H16ClN7O